[1]
ORCA calculation (ωB97M-V/def2-TZVPD) on C39H39CoF5N3OSi as an isolated structure.

- Charge: -1
- LUMO (spin up / spin down): 0.082 / 0.082 Ha
- Max |F|: 0.72 eV/A
- Multiplicity: 2
- Frontier orbital gap (spin up / spin down): 6.8 / 6.6 eV
- Energy relative to the best compared isomer or geometry (same formula, charge and spin): 0.000 eV
- E: -3920.616475 a.u.

CARTESIAN COORDINATES (ANGSTROEM)
Co1 -0.82 -0.64 0.03
C1 -1.09 -1.03 1.93
Si1 -0.05 0.17 2.80
C2 1.48 0.40 1.72
N1 1.13 0.60 0.29
C3 0.85 2.03 -0.03
C4 1.84 2.61 -1.04
C5 3.28 2.32 -0.64
C6 3.51 0.80 -0.47
C7 2.19 0.04 -0.57
C8 0.69 -0.41 4.46
C9 0.47 0.25 5.67
C10 1.00 -0.23 6.86
C11 1.76 -1.38 6.88
C12 1.99 -2.06 5.68
C13 1.46 -1.58 4.50
C14 -0.86 1.83 3.16
C15 -0.10 2.96 3.45
C16 -0.69 4.19 3.71
C17 -2.07 4.31 3.69
C18 -2.85 3.19 3.44
C19 -2.25 1.96 3.18
H1 -2.17 -0.92 2.11
H2 -0.80 -2.05 2.19
H3 1.98 -0.57 1.79
H4 2.20 1.15 2.08
H5 0.92 2.60 0.90
H6 -0.17 2.12 -0.37
H7 1.66 3.69 -1.09
H8 1.64 2.22 -2.04
H9 3.50 2.84 0.30
H10 3.97 2.73 -1.39
H11 3.97 0.60 0.50
H12 4.20 0.41 -1.22
H13 2.30 -1.01 -0.31
H14 1.83 0.05 -1.60
H15 -0.12 1.16 5.68
H16 0.81 0.31 7.79
H17 2.18 -1.76 7.80
H18 2.58 -2.97 5.68
H19 1.63 -2.14 3.58
H20 0.99 2.89 3.46
H21 -0.07 5.06 3.91
H22 -2.54 5.27 3.88
H23 -3.93 3.27 3.42
H24 -2.87 1.10 2.98
N2 -0.70 -0.34 -1.99
C20 -0.18 -0.10 -2.98
N3 0.44 0.18 -4.12
C21 0.99 -0.94 -4.89
C22 0.02 -1.37 -5.98
C23 -0.38 -0.17 -6.84
C24 -0.97 0.95 -5.98
C25 0.01 1.35 -4.89
H25 1.22 -1.75 -4.20
H26 1.94 -0.60 -5.33
H27 -0.87 -1.80 -5.51
H28 0.47 -2.15 -6.59
H29 -1.10 -0.48 -7.61
H30 0.50 0.21 -7.37
H31 -1.89 0.60 -5.51
H32 -1.22 1.82 -6.58
H33 -0.42 2.07 -4.19
H34 0.91 1.80 -5.32
C26 -0.02 -2.35 -0.21
C27 0.49 -3.43 -0.49
C28 1.08 -4.68 -0.83
C29 1.68 -5.49 0.15
C30 2.27 -6.70 -0.18
C31 2.28 -7.15 -1.50
C32 1.69 -6.36 -2.48
C33 1.10 -5.15 -2.15
H35 1.67 -5.15 1.18
H36 2.72 -7.31 0.60
H37 2.73 -8.10 -1.76
H38 1.68 -6.69 -3.51
H39 0.64 -4.54 -2.91
F1 -6.84 3.64 0.20
C34 -5.66 2.98 0.15
C35 -4.49 3.63 -0.19
F2 -4.52 4.95 -0.47
C36 -3.29 2.95 -0.24
F3 -2.18 3.64 -0.56
C37 -3.17 1.57 0.05
O1 -2.05 0.97 0.03
C38 -4.40 0.95 0.39
F4 -4.40 -0.36 0.70
C39 -5.60 1.63 0.44
F5 -6.72 0.98 0.78



[2]
ORCA calculation (ωB97M-V/def2-TZVPD) on C39H39N2O7P2Tc as an isolated structure.

- Charge: +1
- LUMO (spin up / spin down): -0.132 / -0.168 Ha
- Max |F|: 1.11 eV/A
- Multiplicity: 4
- Frontier orbital gap (spin up / spin down): 7.0 / 5.9 eV
- Energy relative to the best compared isomer or geometry (same formula, charge and spin): 0.657 eV
- E: -2909.095644 a.u.

CARTESIAN COORDINATES (ANGSTROEM)
Tc1 0.08 -0.14 0.10
O1 -1.86 -0.73 0.86
C1 -1.74 -1.10 2.28
C2 -0.91 -0.07 3.01
N1 0.42 0.05 2.35
C3 1.32 -1.04 2.78
C4 1.19 -2.26 1.91
O2 1.50 -3.36 2.26
O3 0.71 -1.97 0.70
C5 1.10 1.36 2.48
C6 2.08 1.52 1.34
O4 3.08 2.16 1.41
O5 1.70 0.90 0.18
H1 -2.31 0.15 0.83
H2 -1.30 -2.09 2.28
H3 -2.74 -1.16 2.71
H4 -0.80 -0.36 4.06
H5 -1.39 0.91 2.98
H6 1.12 -1.32 3.82
H7 2.36 -0.71 2.72
H8 1.63 1.46 3.43
H9 0.35 2.16 2.42
C7 -0.46 1.53 -3.03
N2 -0.39 0.31 -3.79
C8 0.72 -0.54 -3.48
P1 0.60 -1.45 -1.89
C9 2.26 -2.16 -1.76
C10 2.49 -3.48 -2.14
C11 3.78 -3.99 -2.11
C12 4.83 -3.19 -1.71
C13 4.61 -1.87 -1.34
C14 3.32 -1.35 -1.36
C15 -0.57 -2.81 -2.11
C16 -1.37 -2.86 -3.26
C17 -2.27 -3.91 -3.42
C18 -2.38 -4.89 -2.45
C19 -1.58 -4.84 -1.32
C20 -0.68 -3.81 -1.14
C21 -1.09 0.18 -5.01
C22 -2.39 0.69 -5.12
C23 -3.10 0.55 -6.31
C24 -2.54 -0.10 -7.40
C25 -1.24 -0.59 -7.29
C26 -0.52 -0.44 -6.12
P2 -1.09 1.61 -1.25
C27 -2.84 1.19 -1.46
C28 -3.88 2.03 -1.05
C29 -5.20 1.63 -1.23
C30 -5.49 0.39 -1.79
C31 -4.46 -0.45 -2.17
C32 -3.14 -0.05 -2.01
C33 -0.78 3.39 -1.20
C34 0.34 3.90 -0.54
C35 0.62 5.26 -0.58
C36 -0.23 6.12 -1.26
C37 -1.34 5.62 -1.92
C38 -1.62 4.26 -1.90
H10 -1.08 2.24 -3.57
H11 0.54 1.99 -2.95
H12 1.67 0.02 -3.40
H13 0.86 -1.32 -4.22
H14 1.67 -4.11 -2.46
H15 3.95 -5.02 -2.40
H16 5.84 -3.60 -1.68
H17 5.43 -1.24 -1.03
H18 3.16 -0.32 -1.07
H19 -1.29 -2.12 -4.04
H20 -2.88 -3.95 -4.32
H21 -3.09 -5.70 -2.59
H22 -1.66 -5.62 -0.57
H23 -0.06 -3.78 -0.26
H24 -2.85 1.18 -4.28
H25 -4.10 0.95 -6.37
H26 -3.10 -0.22 -8.32
H27 -0.78 -1.08 -8.14
H28 0.50 -0.79 -6.09
H29 -3.67 2.98 -0.58
H30 -6.00 2.29 -0.92
H31 -6.52 0.08 -1.91
H32 -4.68 -1.43 -2.60
H33 -2.35 -0.71 -2.32
H34 1.01 3.24 -0.01
H35 1.49 5.64 -0.07
H36 -0.01 7.18 -1.29
H37 -2.00 6.29 -2.45
H38 -2.48 3.89 -2.43
O6 -1.71 3.11 2.79
C39 -1.91 2.97 1.60
O7 -1.66 1.88 0.91
H39 -2.34 3.79 1.01



[3]
ORCA calculation (ωB97M-V/def2-TZVPD) on C39H39N3O3PtS5Te as an isolated structure.

- Charge: 0
- LUMO: -0.004 Ha
- Max |F|: 0.26 eV/A
- Multiplicity: 1
- Frontier orbital gap: 7.1 eV
- Energy relative to the best compared isomer or geometry (same formula, charge and spin): 0.000 eV
- E: -4277.869424 a.u.

CARTESIAN COORDINATES (ANGSTROEM)
Pt1 -0.42 -1.43 -0.22
C1 -1.97 4.94 -1.98
C2 -1.36 3.57 -1.93
C3 -1.15 2.81 -3.08
C4 -0.58 1.55 -3.05
C5 -0.45 0.84 -4.36
O1 -1.30 0.98 -5.22
C6 0.76 0.01 -4.66
C7 1.97 0.21 -4.01
C8 3.08 -0.56 -4.34
C9 2.97 -1.54 -5.31
C10 1.76 -1.75 -5.96
C11 0.66 -0.96 -5.65
C12 -0.25 0.94 -1.82
O2 0.17 -0.30 -1.81
C13 -0.39 1.73 -0.65
C14 -0.94 3.02 -0.73
C15 0.17 1.28 0.63
N1 0.33 0.04 0.93
C16 1.19 -0.37 2.05
C17 2.37 -1.18 1.53
Te1 3.70 -1.66 3.13
C18 4.11 0.37 3.55
C19 5.05 1.07 2.80
C20 5.30 2.41 3.06
C21 4.62 3.06 4.09
C22 3.68 2.36 4.84
C23 3.43 1.02 4.58
C24 0.60 2.34 1.58
C25 1.58 3.26 1.23
C26 1.94 4.26 2.13
C27 1.30 4.36 3.36
C28 0.31 3.44 3.70
C29 -0.03 2.43 2.82
H1 -2.45 5.12 -2.95
H2 -1.21 5.72 -1.84
H3 -2.72 5.08 -1.20
H4 -1.45 3.20 -4.04
H5 2.05 0.97 -3.24
H6 4.02 -0.39 -3.84
H7 3.83 -2.15 -5.56
H8 1.68 -2.51 -6.73
H9 -0.29 -1.09 -6.15
H10 -1.04 3.59 0.18
H11 0.61 -0.97 2.74
H12 1.55 0.50 2.58
H13 2.93 -0.63 0.77
H14 2.04 -2.13 1.10
H15 5.59 0.57 2.01
H16 6.03 2.95 2.47
H17 4.82 4.10 4.29
H18 3.15 2.86 5.64
H19 2.69 0.49 5.16
H20 2.06 3.20 0.26
H21 2.71 4.97 1.86
H22 1.58 5.14 4.05
H23 -0.19 3.51 4.66
H24 -0.79 1.71 3.08
C30 -0.90 -2.58 -2.97
N2 -1.14 -2.96 -1.54
C31 -0.37 -4.21 -1.23
C32 -1.17 -5.45 -1.56
C33 -2.41 -5.42 -0.70
N3 -3.13 -4.17 -0.91
C34 -4.49 -4.14 -0.39
C35 -2.60 -3.02 -1.35
O3 -3.24 -2.03 -1.61
H25 0.16 -2.41 -3.11
H26 -1.45 -1.68 -3.19
H27 -1.24 -3.39 -3.62
H28 -0.14 -4.22 -0.16
H29 0.57 -4.14 -1.77
H30 -0.58 -6.34 -1.34
H31 -1.43 -5.48 -2.62
H32 -2.15 -5.53 0.35
H33 -3.09 -6.24 -0.96
H34 -4.48 -4.29 0.69
H35 -5.08 -4.94 -0.85
H36 -4.94 -3.18 -0.62
C36 -4.29 1.37 1.26
S1 -3.23 -0.05 0.89
C37 -2.69 -0.51 2.50
C38 -1.88 -1.56 2.72
S2 -1.24 -2.69 1.55
S3 -1.45 -1.84 4.40
C39 -2.29 -0.51 5.10
S4 -2.35 -0.17 6.70
S5 -3.16 0.41 3.91
H37 -4.67 1.69 0.29
H38 -3.74 2.19 1.70
H39 -5.13 1.09 1.90